No. 1
An isolated molecule of C4H5NO2. Source: OMol25; level of theory: wB97M-V/def2-TZVPD.

Structure (XYZ):
```
12
Properties=species:S:1:pos:R:3:forces:R:3:mulliken_charge:R:1
O -2.536769 0.878766 0.024737 0.14 -0.58 0.03 -0.4876
H -1.607166 -0.644801 1.024040 -0.55 -0.26 -0.02 0.3806
C -0.414924 0.071386 -0.624541 0.18 0.42 0.46 0.3844
C 1.512176 -0.987440 -0.309170 0.34 0.07 0.13 0.0875
N 1.758278 0.029619 0.396721 0.10 -0.31 -0.42 -0.4743
H 2.233512 -1.749118 -0.575366 -0.10 -0.07 0.07 0.3935
H -0.594243 0.495441 -1.627704 0.42 0.49 0.69 0.3348
C -1.679771 0.041658 0.159972 -0.37 0.18 0.09 -0.2395
H 0.107310 0.546434 1.522442 -0.05 0.07 -0.58 0.3065
C 0.503718 0.749365 0.502877 -0.17 0.19 -0.34 -0.6341
O 0.263772 -1.170762 -0.824372 -0.02 -0.04 0.21 -0.3875
H 0.599616 1.834761 0.442429 0.08 -0.16 -0.32 0.3356
```
Forces are in eV/Å.

multiplicity: 1
energy above the lowest of the compared OMol25 structures with the same formula, charge and spin: 1.6332 eV
SMILES string: O=C[C@H]1CN=CO1
M: 99.09 Da


No. 2
The ion C13H6F4NO4 with charge -1 in a non-equilibrium geometry. Source: OMol25; level of theory: wB97M-V/def2-TZVPD.

Structure (XYZ):
```
28
Properties=species:S:1:pos:R:3:forces:R:3:mulliken_charge:R:1
C -0.484074 -3.076047 1.801410 1.02 -0.27 0.05 0.3121
C 1.957333 -3.027790 1.903169 -0.93 -0.24 0.01 0.4716
O 0.770075 -5.060613 2.100080 -0.05 -0.43 0.42 -0.7778
N 2.076581 0.995659 -1.018547 0.94 -0.58 0.05 0.9735
O 0.748397 0.232661 0.799752 -0.29 0.45 -0.91 -0.3336
F 3.075557 -0.987082 1.527103 -0.26 -0.14 -0.09 -0.3436
C 0.749296 -3.828055 1.953095 0.06 0.30 -0.32 0.1896
H -3.147480 1.551276 -2.974090 0.18 0.16 0.32 0.3628
C 0.717540 -1.067136 1.268200 0.17 -0.25 -0.12 0.2337
C -0.453810 2.552019 -0.326122 -0.45 0.32 -0.30 -0.2590
C -0.488140 -1.777126 1.375829 0.25 0.31 0.33 0.0988
C 1.929321 -1.707160 1.563061 -0.24 0.18 0.10 0.0474
C -2.438560 3.084175 -1.605909 0.09 -0.02 -0.11 -0.3089
H -3.230320 3.788495 -1.873041 0.25 -0.21 0.10 0.3522
H -1.486632 4.437568 -0.194134 -0.11 -0.29 -0.17 0.3461
H -1.283658 -0.063240 -2.334942 -0.32 0.31 -0.04 0.3452
C 0.653960 0.368974 -0.600755 1.08 0.48 0.40 -0.5542
H 0.656603 -0.582389 -1.148594 -0.08 0.21 0.36 0.6531
C -2.400010 1.831193 -2.226887 -0.02 -0.02 0.01 -0.6732
O 2.252764 2.217412 -1.037161 -0.15 -1.90 -0.06 -0.5900
F -1.625080 -3.723805 2.086986 -0.41 -0.03 -0.25 -0.3361
C -1.387538 0.931517 -1.897939 0.41 0.39 0.20 -0.3204
F 3.117028 -3.636946 2.196868 0.29 -0.02 0.00 -0.3432
O 2.943704 0.131130 -1.212676 -1.25 1.71 0.09 -0.5887
C -1.466624 3.453620 -0.666638 0.16 -0.35 0.08 -0.7081
C -0.419570 1.316981 -0.971715 -0.27 -0.03 0.09 0.7039
H 0.328960 2.787017 0.399699 -0.47 0.02 -0.27 0.3849
F -1.665624 -1.142318 1.113907 0.40 -0.07 0.03 -0.3383
```
Forces are in eV/Å.

multiplicity: 1
total charge: -1
energy above the lowest of the compared OMol25 structures with the same formula, charge and spin: 0.0000 eV
M: 316.19 Da


No. 3
An isolated molecule of C3H4O2S2 in a non-equilibrium geometry. Source: OMol25; level of theory: wB97M-V/def2-TZVPD.

Structure (XYZ):
```
11
Properties=species:S:1:pos:R:3:forces:R:3:mulliken_charge:R:1
C 0.909803 1.141042 -0.137595 2.01 -1.28 -0.95 0.0617
H -1.533897 -2.494029 -0.217176 0.08 0.54 0.85 0.3719
C -0.501145 -0.915738 -0.144172 -0.40 1.95 -0.42 -0.0709
S -0.193185 1.811861 2.767425 0.08 -0.18 0.90 -0.2330
H 1.721701 0.328523 -0.295608 -0.36 1.35 -0.26 0.2216
H -0.135646 -1.387531 -1.056494 1.06 0.49 0.22 0.2619
O -1.386573 -1.768675 0.428887 -0.07 0.51 -0.60 -0.4223
O 1.125806 2.320169 -0.074295 0.08 0.05 -0.02 -0.4818
C -0.318219 0.468011 0.120545 -2.56 -3.10 1.34 0.1553
S -1.469678 1.277244 1.233432 0.46 0.11 -0.23 -0.0388
H -0.006849 3.165342 2.814980 -0.39 -0.44 -0.83 0.1744
```
Forces are in eV/Å.

multiplicity: 1
energy above the lowest of the compared OMol25 structures with the same formula, charge and spin: 1.7236 eV
SMILES string: O=C/C(=C/O)SS
M: 136.20 Da


No. 4
An isolated molecule of C4H2O2 in a non-equilibrium geometry. Source: OMol25; level of theory: wB97M-V/def2-TZVPD.

Structure (XYZ):
```
8
Properties=species:S:1:pos:R:3:forces:R:3:mulliken_spin:R:1
C -2.263973 0.654415 1.368571 5.12 -0.49 -3.69 0.2220
O 0.743228 -0.745942 -0.281850 -0.04 0.89 -0.20 0.1584
O -4.557160 0.556327 2.155921 -0.75 -0.05 -0.26 0.3119
C -1.115688 0.557219 0.627562 -1.25 -0.08 0.84 0.4854
H 0.286973 -1.449201 0.196443 -0.19 0.03 0.12 -0.0132
C 0.081739 0.422997 -0.128572 -3.03 -0.40 2.27 0.4746
H 0.523527 1.274597 -0.610991 0.37 -0.02 -0.27 0.0461
C -3.496974 0.588321 1.665379 -0.23 0.13 1.19 0.3149
```
Forces are in eV/Å.

multiplicity: 3
energy above the lowest of the compared OMol25 structures with the same formula, charge and spin: 0.2738 eV
M: 82.06 Da


No. 5
A cluster of 2 separate species, C5H7BrFN2O2P in total in a non-equilibrium geometry. Source: OMol25; level of theory: wB97M-V/def2-TZVPD.

Structure (XYZ):
```
19
Properties=species:S:1:pos:R:3:forces:R:3:mulliken_charge:R:1
Br -1.677528 -1.896325 2.397719 0.54 0.64 -0.59 -0.1539
H -1.046991 0.847169 0.374079 0.03 0.01 -1.66 0.2718
P 0.454030 -1.119390 2.177162 0.44 0.59 2.52 0.1845
O -1.190690 -1.916708 -0.890614 -2.46 1.71 -2.24 -0.2593
C 0.771587 1.334189 -0.760430 -0.96 -2.33 1.67 -0.1552
C -0.711444 0.663500 -0.711249 1.39 0.57 0.41 -0.5256
H 2.498511 0.747420 0.300066 -0.66 -0.04 -0.38 0.2545
O 0.418668 0.432009 2.970310 -0.08 -2.33 -0.74 -0.4588
H 1.083809 2.341610 -1.260755 0.46 0.18 1.35 0.4595
N -3.245160 -1.285880 -2.400806 6.25 -1.43 2.57 -0.4173
C -2.179482 -1.545284 -1.865143 -3.51 0.13 0.81 0.4423
H 0.322002 -0.898458 -1.829038 -0.31 -0.04 1.92 0.3293
C 0.876703 -0.801652 0.386616 0.47 -0.14 -3.09 0.0037
F 1.551964 3.718797 -0.604190 -0.37 -1.17 -0.43 -0.8023
N 1.532117 0.526947 0.024258 -2.04 1.02 -1.43 -0.0254
H 0.520000 0.187900 3.931325 -0.09 0.45 -1.27 0.3373
C -0.221628 -0.846888 -0.800973 0.97 2.13 -1.86 -0.3101
H 1.671882 -1.572877 0.060436 -1.18 0.87 1.22 0.3931
H -1.428350 1.083922 -1.498775 1.12 -0.84 1.23 0.4319
```
Forces are in eV/Å.

multiplicity: 1
DFT total energy: -94417.29418 eV
M: 257.00 Da


No. 6
An isolated molecule of C20H29ClN2O4S. Source: OMol25; level of theory: wB97M-V/def2-TZVPD.

Structure (XYZ):
```
57
Properties=species:S:1:pos:R:3:forces:R:3:mulliken_charge:R:1
C -2.602510 2.165130 -1.613974 -0.26 0.10 0.19 -0.3864
C -0.991830 -3.182545 2.410530 0.18 -0.18 -0.32 -0.6532
H -1.125090 -3.512780 3.436918 -0.03 -0.02 0.13 0.4499
H -4.249850 1.330313 -2.710685 -0.08 0.03 0.05 0.4218
H -4.508897 1.413315 -0.979772 -0.07 0.04 -0.01 0.2890
C -0.368167 -4.303024 1.584502 -0.16 -0.03 0.50 -0.5412
H -0.361156 -2.295945 2.399669 0.02 0.11 0.06 0.1417
H -1.642057 3.403901 -0.127626 -0.02 -0.04 0.06 0.4295
H -3.194626 2.738713 0.374620 0.09 0.07 -0.05 0.4418
C -0.326585 1.388370 0.985657 -0.04 0.44 0.12 0.4759
H 3.698314 -1.529624 1.342700 0.02 0.02 0.16 0.4229
H 0.020245 3.505366 1.098363 0.02 -0.07 -0.07 0.6081
S 3.972830 0.210993 -0.914975 0.04 0.02 -0.04 1.3277
H 2.084453 1.639739 -2.188639 -0.23 0.01 0.02 0.6574
C 0.958935 -3.052644 0.038027 0.07 0.11 -0.19 0.4505
H -1.312595 -0.510529 -1.003900 0.06 -0.07 0.04 -0.4806
C 1.941677 -2.705722 0.963607 -0.11 -0.12 0.02 -0.2091
C -2.261090 2.509406 -0.156437 0.10 0.25 -0.32 -1.0302
C 1.864977 2.516400 1.565424 -0.12 -0.28 -0.13 -1.6728
C 2.032371 -1.601183 -1.586112 -0.06 -0.21 -0.03 -0.7364
H 3.736537 1.423601 1.535981 -0.13 0.04 0.12 0.4753
H 1.130764 0.657319 -1.046019 -0.02 0.09 -0.05 -0.2013
C -3.764483 1.179159 -1.744211 0.14 -0.11 -0.17 -0.9583
H 1.589445 3.663998 -0.812660 -0.04 0.05 -0.03 0.5159
H 0.102499 2.884637 -1.367863 0.00 0.01 -0.04 0.4818
H 2.271249 0.428042 1.353508 0.09 0.22 0.02 0.1149
H -2.877017 3.098792 -2.109877 0.05 0.02 -0.03 0.4647
C -2.314759 -0.634153 -0.589222 -0.19 0.01 0.08 0.6922
H -1.972710 -0.335797 1.521197 -0.17 0.09 -0.09 0.4635
H -2.985645 -0.630292 -2.617495 -0.07 -0.05 -0.05 0.3510
H 2.399747 3.463063 1.472235 -0.01 0.05 0.02 0.4453
H -2.415223 -1.687883 -0.326815 0.09 -0.07 0.00 0.3635
N 2.968659 1.431235 -0.360151 0.79 -0.42 -0.39 -0.0744
H 0.528450 -4.702131 2.072395 -0.07 -0.01 -0.09 0.3295
C -2.393539 0.218016 0.680120 0.21 -0.44 0.10 -1.4016
H 2.090865 -1.173447 -2.574240 -0.11 0.01 -0.13 0.5445
H -1.080779 -5.122178 1.456554 0.17 0.07 0.05 0.3656
Cl -0.134176 -2.965338 -2.423811 -0.12 -0.03 -0.24 -0.1920
H -1.962514 -2.916823 1.999131 -0.10 0.05 -0.02 0.1985
O -0.073969 -3.891419 0.260631 0.18 0.17 -0.29 -0.5014
H -4.275742 -0.872498 -1.450593 0.00 -0.07 -0.07 0.3491
O 4.148628 0.408696 -2.322900 -0.37 -0.12 -0.06 -0.7399
H 1.925703 -3.118202 1.958848 -0.04 -0.05 0.09 0.3380
C 2.750094 1.373332 1.073058 0.19 -0.10 0.83 -0.2070
H -3.424948 0.486861 0.914579 -0.02 0.06 0.04 0.5563
C -3.368196 -0.298618 -1.650425 0.01 0.06 0.05 -1.0101
C 1.046713 -2.509249 -1.255518 0.05 0.00 0.21 0.7910
C 1.764349 1.553235 -1.149040 -0.45 0.23 -0.57 -0.0462
C 2.967970 -1.242272 -0.630952 0.41 0.61 -0.07 -0.0245
H 1.641416 2.341514 2.618358 0.07 0.02 0.00 0.4754
H -1.722931 1.764609 -2.119530 0.12 0.07 -0.06 0.2229
O 0.085247 0.396335 1.569201 0.25 -0.25 0.11 -0.6673
C 0.965351 2.774102 -0.713329 0.03 -0.22 0.05 -1.3097
C 2.935693 -1.802196 0.630941 0.08 -0.14 -0.01 -1.0971
C 0.563226 2.616250 0.759282 0.13 0.16 0.13 0.0246
N -1.604893 1.432711 0.543201 -0.36 -0.06 0.08 0.1861
O 5.129580 0.179344 -0.072467 -0.24 -0.12 0.31 -0.7255
```
Forces are in eV/Å.

multiplicity: 1
energy above the lowest of the compared OMol25 structures with the same formula, charge and spin: 0.0520 eV
SMILES string: CCOc1ccc(S(=O)(=O)N2CCC(C(=O)N3CCCCCC3)CC2)cc1Cl
M: 428.98 Da


No. 7
An isolated molecule of H3NP2 in a non-equilibrium geometry. Source: OMol25; level of theory: wB97M-V/def2-TZVPD.

Structure (XYZ):
```
6
Properties=species:S:1:pos:R:3:forces:R:3:mulliken_charge:R:1
P 0.293957 -1.625511 -0.719781 1.89 -0.61 0.20 0.0090
H 1.668805 -1.295258 -0.160009 -1.57 -0.24 -0.69 0.0935
P -0.437691 0.348394 -0.485107 -1.55 0.04 5.69 0.1289
H -1.771128 0.154377 0.260388 1.34 0.07 -1.25 0.1149
N -0.517827 1.223110 -1.734079 0.11 1.18 -2.50 -0.4552
H 0.195934 0.832946 0.808405 -0.21 -0.43 -1.45 0.1090
```
Forces are in eV/Å.

multiplicity: 1
energy above the lowest of the compared OMol25 structures with the same formula, charge and spin: 3.3417 eV
M: 78.98 Da